Entry 1:
A single C16H20N2O3S molecule. Source: OMol25; level of theory: wB97M-V/def2-TZVPD.

Calculated values
total charge: 0
SMILES string: COc1ccccc1/C=C/C(=O)NC(=S)NC[C@H]1CCCO1

Structure (XYZ):
```
42
Properties=species:S:1:pos:R:3:forces:R:3
C -4.55759 -2.43816 0.69390 -0.173 -0.243 0.044
H -3.91471 -3.25764 1.01142 -0.094 0.036 -0.023
O -3.69948 -1.33887 0.50498 0.182 0.322 -0.065
C -4.21948 -0.15364 0.10224 0.139 0.354 -0.081
C -5.57151 0.05761 -0.14492 -0.039 -0.273 0.071
C -6.02429 1.29897 -0.55536 0.121 0.051 0.002
C -5.13724 2.34866 -0.72595 -0.109 0.107 -0.045
C -3.79365 2.15060 -0.48325 0.012 -0.271 0.078
C -3.30234 0.91200 -0.06781 -0.630 -0.059 -0.075
C -1.90334 0.67283 0.19737 0.849 0.123 0.084
C -0.88785 1.54469 0.08676 -0.703 -0.242 -0.025
C 0.47657 1.12493 0.40198 0.274 -0.191 0.115
O 0.77082 -0.00246 0.77799 -0.104 -0.051 0.033
N 1.41334 2.11816 0.24025 -0.359 -0.082 -0.022
C 2.79129 2.03099 0.37663 0.348 0.068 0.226
N 3.28121 0.90063 0.88191 -0.640 -0.327 -0.088
C 4.67181 0.54598 0.84183 0.545 -0.134 -0.321
H 5.04532 0.36978 1.85612 0.047 0.033 -0.088
H 5.21642 1.38335 0.39824 -0.050 -0.135 0.157
C 4.89162 -0.71626 -0.00897 0.123 0.222 0.424
H 5.97694 -0.88803 -0.07385 -0.157 0.029 0.046
C 4.17549 -1.96897 0.54297 0.038 0.013 -0.223
H 4.86739 -2.81118 0.56674 -0.017 0.003 0.069
H 3.79774 -1.80885 1.55090 0.021 -0.045 0.098
C 3.05605 -2.22479 -0.46917 0.063 0.135 -0.166
H 2.14293 -1.70264 -0.18357 0.009 -0.039 -0.041
C 3.64556 -1.60821 -1.73658 -0.139 -0.332 -0.103
H 4.31803 -2.32203 -2.23684 -0.088 0.044 -0.004
O 4.37587 -0.47865 -1.30917 0.067 0.197 0.116
H 2.89539 -1.26611 -2.45091 0.038 -0.062 0.009
H 2.83186 -3.28181 -0.59189 -0.042 -0.053 0.008
H 2.59745 0.15866 1.03271 0.054 0.223 0.004
S 3.67531 3.36104 -0.03777 0.250 0.493 -0.210
H 1.10728 3.02295 -0.09487 0.124 -0.182 0.064
H -1.02696 2.56672 -0.23112 -0.087 0.125 -0.050
H -1.65519 -0.32914 0.52309 0.122 0.009 0.018
H -3.10626 2.97074 -0.61623 0.087 0.095 -0.014
H -5.49450 3.31514 -1.04615 -0.020 0.083 -0.026
H -7.07799 1.44259 -0.74182 -0.085 0.004 -0.013
H -6.28326 -0.74290 -0.01970 -0.022 -0.088 0.021
H -5.30063 -2.23986 1.47258 0.029 0.007 -0.047
H -5.06542 -2.71684 -0.23470 0.017 0.032 0.042
```
Positions in Å, forces in eV/Å.


Entry 2:
A molecular structure, C33H38N3O3P2Re. Source: OMol25; level of theory: wB97M-V/def2-TZVPD.

Calculated values
multiplicity: 2
total charge: +1

Structure (XYZ):
```
80
Properties=species:S:1:pos:R:3:forces:R:3
Re -0.00583 0.00318 0.12289 1.437 -0.272 1.515
C 4.06847 -1.76674 1.79080 0.126 0.024 0.169
O 4.32040 -0.38398 1.54732 -0.228 -0.046 -0.294
C 3.58919 0.55803 2.23181 0.113 -0.011 0.110
C 4.30400 1.54328 2.88190 0.024 0.093 0.119
C 3.67245 2.64196 3.46882 0.085 -0.098 -0.028
C 2.30703 2.75288 3.37821 -0.047 -0.042 -0.069
C 1.56751 1.76763 2.70656 -0.075 0.069 0.107
C 0.14148 1.87606 2.63382 -0.041 0.063 0.129
N -0.56908 1.18695 1.81476 -0.700 0.295 -0.178
N -1.95023 1.30820 2.02670 0.326 -0.030 0.038
C -2.59512 0.59348 1.17129 -0.074 -0.252 -0.207
O -1.98732 -0.16105 0.27032 -0.670 0.105 -0.039
C -4.07249 0.58101 1.16692 0.049 0.052 -0.056
C -4.78500 1.49924 1.93604 0.004 -0.011 0.029
C -6.16831 1.51243 1.88793 -0.008 0.004 0.015
C -6.84739 0.61543 1.07246 0.008 0.007 -0.006
C -6.14087 -0.30439 0.31083 0.016 0.000 0.012
C -4.75512 -0.32081 0.35577 -0.036 -0.007 -0.031
C 2.18089 0.63080 2.16022 0.125 -0.099 -0.276
O 1.49319 -0.34551 1.56350 0.196 0.007 0.220
H 4.73839 -2.31144 1.12996 0.026 -0.009 0.018
H 3.03565 -2.01994 1.57277 -0.008 0.004 -0.045
H 4.30230 -2.02345 2.82687 -0.024 0.012 0.009
H 5.38228 1.44766 2.90695 -0.016 -0.005 -0.013
H 4.25879 3.39318 3.97885 -0.008 0.006 -0.026
H 1.78817 3.60727 3.79564 -0.001 -0.039 0.030
H -0.38696 2.54207 3.31138 -0.001 -0.036 0.020
H -4.24483 2.20144 2.55626 -0.008 -0.011 0.003
H -6.72036 2.22704 2.48448 0.010 -0.002 -0.024
H -7.92815 0.64184 1.02284 0.008 -0.023 0.027
H -6.66924 -1.00361 -0.32390 0.007 0.009 0.004
H -4.19724 -1.02370 -0.24894 -0.003 0.021 -0.014
N 2.09153 0.54922 -0.57486 -0.410 0.344 -0.674
C 2.42893 0.58472 -1.97305 0.212 -0.214 0.133
C 3.56914 -0.06907 -2.41619 0.067 0.036 0.020
C 3.87321 -0.08309 -3.76722 -0.021 0.008 -0.023
C 3.01900 0.54534 -4.66597 0.001 0.003 0.040
C 1.89069 1.20446 -4.20386 0.031 0.000 -0.013
C 1.59212 1.25899 -2.84014 -0.067 0.045 -0.053
C 0.45649 2.05054 -2.31890 -0.104 0.025 0.023
C 0.21625 3.26352 -2.96821 -0.011 -0.017 -0.016
C -0.87112 4.05416 -2.64805 -0.010 0.026 -0.048
C -1.74293 3.61777 -1.66845 -0.034 -0.024 0.012
C -1.48224 2.43830 -0.98790 0.094 -0.001 -0.072
C -0.35967 1.62970 -1.23724 -0.118 0.039 -0.328
H 2.75122 -0.05392 -0.09550 0.008 -0.013 0.114
H 2.18394 1.48158 -0.17327 0.171 0.027 -0.028
H 4.21478 -0.56829 -1.70044 0.003 0.042 -0.007
H 4.76544 -0.58564 -4.11648 -0.015 0.005 0.001
H 3.24074 0.53622 -5.72477 -0.021 -0.037 0.004
H 1.22170 1.68299 -4.90795 0.025 0.028 0.005
H 0.90734 3.59509 -3.73297 -0.023 -0.021 -0.018
H -1.04034 4.98663 -3.17073 0.006 -0.005 0.018
H -2.62964 4.18909 -1.42387 0.029 0.010 0.018
H -2.19935 2.16481 -0.23557 0.011 0.053 0.024
C 0.66665 -2.85475 2.79526 0.076 0.220 0.023
P -0.39206 -2.21129 1.47083 -0.419 -0.358 -0.360
C -2.03374 -2.29784 2.25457 0.043 0.105 0.121
C -0.47275 -3.60870 0.29037 -0.023 -0.018 -0.007
C -1.06519 -3.07991 -1.00826 -0.117 0.020 -0.040
P -0.06994 -1.68012 -1.63784 0.027 -0.008 -0.009
C -0.94390 -1.25377 -3.16587 -0.011 0.132 0.010
C 1.43248 -2.52384 -2.21776 -0.003 -0.041 -0.089
H 0.17858 -3.72502 3.23435 0.023 -0.010 0.014
H 0.81323 -2.09131 3.55858 -0.012 -0.021 0.014
H 1.64088 -3.14325 2.41096 -0.015 -0.034 -0.004
H -2.18455 -3.29804 2.66109 -0.004 -0.005 0.014
H -2.82156 -2.06693 1.54247 0.000 -0.052 -0.017
H -2.08954 -1.57479 3.07058 -0.024 0.007 -0.026
H -1.07574 -4.41691 0.70842 0.020 -0.023 -0.004
H 0.53585 -3.99866 0.13111 0.010 0.017 0.002
H -2.07652 -2.70034 -0.83531 -0.007 -0.005 -0.041
H -1.12268 -3.84767 -1.78232 -0.008 -0.017 0.008
H -1.09609 -2.14861 -3.77033 0.005 0.010 -0.025
H -0.36322 -0.52389 -3.73044 -0.020 -0.022 0.013
H -1.90794 -0.80912 -2.91544 0.013 -0.003 0.005
H 1.16585 -3.48265 -2.66640 0.011 -0.001 0.007
H 2.12580 -2.68962 -1.39278 0.001 -0.010 -0.002
H 1.93224 -1.91251 -2.96626 0.000 -0.017 -0.006
```
Positions in Å, forces in eV/Å.


Entry 3:
A molecular structure, C5H6O2S. Source: OMol25; level of theory: wB97M-V/def2-TZVPD.

Calculated values
total charge: 0

Structure (XYZ):
```
14
Properties=species:S:1:pos:R:3:forces:R:3
C -0.11051 0.76455 -1.10164 0.929 0.363 1.728
C 0.44683 -0.58336 -0.98851 3.112 -0.873 3.286
C -0.49094 0.01612 0.18334 0.049 -1.956 -1.040
C -0.02985 0.26983 1.53978 0.819 0.814 1.818
C 0.34465 0.53969 2.68434 0.745 -0.761 -0.319
H 0.70422 2.14556 0.63396 0.878 0.304 -2.474
H -0.98617 0.80697 -1.65077 -1.454 1.052 -1.443
H 1.55229 -0.54704 -0.64495 -1.851 -0.217 -0.801
H -0.18678 -1.81878 -2.42241 0.548 -0.060 2.319
H -1.54935 -1.87568 0.24051 -0.752 5.718 -0.980
H 0.89165 0.59512 3.71034 -1.590 -0.016 -2.579
O 0.08864 -1.85952 -1.44070 -0.821 1.175 -2.622
O -1.75072 -0.60994 0.06234 1.132 -4.748 1.198
S 1.07604 2.15649 -0.80563 -1.745 -0.794 1.910
```
Positions in Å, forces in eV/Å.


Entry 4:
14 unconnected molecules or ions with the total composition C19H11Cl52NO2. Source: OMol25; level of theory: wB97M-V/def2-TZVPD.

Calculated values
total charge: 0

Structure (XYZ):
```
85
Properties=species:S:1:pos:R:3:forces:R:3
C -1.52260 -3.66268 1.35493 -0.307 -0.176 0.481
N -0.64345 -4.11316 2.44190 0.030 0.451 -0.488
C 0.76850 -4.05987 2.09331 -0.943 -0.189 0.062
C 1.19775 -5.21577 1.21589 1.588 -0.918 -0.367
C 2.69283 -5.46782 1.55419 0.279 0.759 -0.544
O 2.74807 -6.51370 2.52005 0.324 0.271 0.796
C 1.47473 -6.85999 2.83235 -1.172 -0.276 -0.451
O 1.08870 -7.27023 3.88277 0.641 -0.233 0.152
C 0.66131 -6.58768 1.58272 -0.022 0.262 0.478
H -2.41922 -4.26514 1.36781 -0.287 -0.275 -0.244
H -1.86549 -2.64031 1.48551 0.134 0.425 0.022
H -1.05957 -3.72929 0.38048 0.219 -0.167 -0.254
H -0.78626 -3.45791 3.19190 0.014 -0.181 0.290
H 1.31987 -4.14094 3.02097 0.161 0.043 0.384
H 1.05425 -3.11150 1.63079 0.191 0.158 -0.185
H 1.15230 -5.08311 0.14537 -0.414 0.572 -0.276
H 3.12620 -4.56553 1.97083 0.084 0.105 0.418
H 3.33345 -5.67473 0.70865 -0.038 -0.662 -0.380
H -0.40003 -6.66760 1.70726 -0.439 0.057 0.320
H 0.99654 -7.32470 0.86133 0.014 -0.098 -0.351
C 2.84990 -1.19321 -1.74994 -0.058 0.024 0.041
Cl 3.88830 -0.23744 -2.81034 -0.023 -0.005 0.024
Cl 3.78543 -1.73151 -0.35027 0.037 -0.043 0.067
Cl 1.48696 -0.21728 -1.18845 0.104 -0.150 0.220
Cl 2.24463 -2.60206 -2.62551 -0.018 0.001 -0.002
C -0.60836 -0.10443 3.99928 -0.040 0.145 0.006
Cl 0.86009 -0.33963 3.05283 -0.094 0.010 -0.133
Cl -1.13456 -1.65088 4.69943 0.089 0.289 0.007
Cl -0.29356 1.04532 5.30280 0.193 0.024 -0.186
Cl -1.88208 0.52834 2.95385 -0.065 -0.029 0.024
C -3.54833 -4.50717 6.94286 0.006 -0.034 0.014
Cl -3.99208 -2.99237 7.73046 -0.087 -0.253 -0.038
Cl -1.95963 -4.33852 6.18033 0.015 -0.154 0.084
Cl -3.48855 -5.80026 8.14250 0.015 -0.003 -0.029
Cl -4.73759 -4.90502 5.69958 -0.051 0.022 -0.002
C 4.41581 -2.63088 4.71595 -0.034 -0.033 0.057
Cl 4.70570 -4.28378 5.24948 -0.027 0.045 -0.085
Cl 5.51250 -1.52748 5.55647 -0.294 -0.414 0.399
Cl 4.69515 -2.49438 2.97549 0.122 0.007 -0.088
Cl 2.74549 -2.17502 5.04855 0.051 -0.097 0.194
C 7.78346 1.71108 3.15780 0.031 0.000 0.051
Cl 6.97841 0.45069 4.10353 0.257 0.414 -0.393
Cl 9.50036 1.76164 3.57322 -0.020 -0.003 -0.004
Cl 7.60367 1.35153 1.43733 -0.006 -0.006 -0.006
Cl 7.04555 3.27695 3.51193 0.002 -0.010 -0.001
C -5.53543 -5.56764 0.23593 -0.019 -0.009 0.009
Cl -5.72537 -3.85046 -0.13245 0.017 0.011 0.001
Cl -5.65138 -5.81081 1.98111 0.033 0.000 0.003
Cl -6.80602 -6.48882 -0.57286 -0.002 0.007 -0.001
Cl -3.95684 -6.12032 -0.33216 -0.004 -0.030 -0.020
C -3.92840 1.01711 7.65465 0.074 0.004 0.004
Cl -5.24089 0.17519 8.48777 0.011 0.005 -0.016
Cl -2.64358 -0.11787 7.24725 -0.151 0.188 0.232
Cl -4.54152 1.73560 6.15906 -0.030 -0.391 0.292
Cl -3.28897 2.28729 8.70131 -0.013 0.013 -0.011
C 0.10733 0.06070 -5.15280 0.075 0.051 0.044
Cl -0.96452 -1.03355 -4.26287 0.004 -0.034 0.007
Cl 1.39596 -0.87365 -5.92086 0.029 -0.013 0.032
Cl -0.81376 0.90376 -6.39227 0.259 -0.079 -0.264
Cl 0.81766 1.21930 -4.01945 -0.369 -0.102 -0.125
C -4.15237 2.93431 -5.01601 0.024 -0.011 0.018
Cl -4.24136 2.84805 -6.77911 0.011 0.006 -0.019
Cl -3.35274 4.43897 -4.54306 0.012 0.018 0.000
Cl -5.78305 2.89614 -4.33970 0.013 0.009 -0.012
Cl -3.22226 1.56380 -4.41348 -0.299 0.065 0.274
C 1.72223 4.24916 -6.72703 0.090 -0.015 -0.025
Cl 1.60997 4.19667 -8.49037 -0.081 -0.087 0.111
Cl 2.60536 5.69171 -6.21784 0.018 0.014 -0.014
Cl 0.09756 4.30547 -6.03879 -0.021 -0.024 0.035
Cl 2.58703 2.81156 -6.15579 0.036 0.237 -0.243
C 3.32460 7.72695 -10.01056 -0.016 -0.035 0.012
Cl 3.17194 7.65362 -11.76881 0.006 0.002 -0.004
Cl 4.23347 9.17469 -9.55856 0.006 0.018 0.003
Cl 1.71900 7.79387 -9.28356 0.014 -0.079 -0.016
Cl 4.17920 6.29378 -9.43192 0.107 0.099 -0.088
C -0.42291 11.16432 -8.00360 0.016 0.012 -0.022
Cl -0.46393 12.49596 -6.84462 -0.003 -0.007 0.006
Cl -0.58429 9.62915 -7.14046 -0.004 -0.016 0.012
Cl -1.75687 11.33725 -9.14769 -0.004 -0.007 0.001
Cl 1.10949 11.18707 -8.87730 -0.010 0.107 0.018
C -4.72498 5.17893 3.07826 -0.040 -0.021 -0.041
Cl -5.10691 6.73882 3.81048 0.001 -0.008 0.003
Cl -3.13118 5.25598 2.32165 0.005 -0.009 0.000
Cl -4.71835 3.92828 4.32962 0.034 0.435 -0.286
Cl -5.93928 4.78658 1.85660 0.007 -0.002 0.005
```
Positions in Å, forces in eV/Å.


One value per record, in order, for E_tot: -36874.5667 -66154.4410 -20206.4266 -676627.7312 eV.